{
  "formula": "C38H116N6O20",
  "method": "ωB97M-V with the def2-TZVPD basis set",
  "energy_ha": -3350.3645,
  "mol_weight_g_mol": 977.37,
  "homo_lumo_gap_ev": 9.133,
  "largest_force_ev_per_a": 3.5,
  "e_above_lowest_kj_mol": 169.42,
  "symbols": ["C", "O", "H", "H", "H", "H", "C", "O", "H", "H", "H", "H", "C", "O", "H", "H", "H", "H", "C", "O", "H", "H", "H", "H", "C", "O", "H", "H", "H", "H", "C", "O", "H", "H", "H", "H", "C", "O", "H", "H", "H", "H", "C", "O", "H", "H", "H", "H", "C", "C", "C", "O", "C", "N", "H", "H", "H", "H", "H", "H", "H", "H", "H", "H", "H", "C", "C", "C", "O", "C", "N", "H", "H", "H", "H", "H", "H", "H", "H", "H", "H", "H", "C", "C", "C", "O", "C", "N", "H", "H", "H", "H", "H", "H", "H", "H", "H", "H", "H", "C", "C", "C", "O", "C", "N", "H", "H", "H", "H", "H", "H", "H", "H", "H", "H", "H", "C", "C", "C", "O", "C", "N", "H", "H", "H", "H", "H", "H", "H", "H", "H", "H", "H", "C", "C", "C", "O", "C", "N", "H", "H", "H", "H", "H", "H", "H", "H", "H", "H", "H", "C", "C", "O", "O", "H", "H", "H", "H", "H", "H", "C", "C", "O", "O", "H", "H", "H", "H", "H", "H", "C", "C", "O", "O", "H", "H", "H", "H", "H", "H"],
  "coordinates": [[0.586, 3.432, 4.005], [0.163, 2.957, 2.748], [1.343, 2.780, 4.425], [1.093, 4.327, 3.830], [-0.239, 3.517, 4.687], [-0.847, 3.066, 2.681], [-0.477, -1.539, -8.326], [-0.191, -1.256, -6.984], [0.438, -1.198, -8.858], [-0.654, -2.625, -8.324], [-1.331, -1.002, -8.747], [-1.048, -1.136, -6.435], [-3.910, 0.397, 0.767], [-4.100, 0.421, 2.176], [-4.722, 0.871, 0.122], [-2.957, 0.869, 0.430], [-3.799, -0.655, 0.585], [-4.611, 1.261, 2.365], [-2.187, 2.186, -1.857], [-1.760, 2.166, -0.548], [-1.468, 1.923, -2.647], [-2.998, 1.472, -1.990], [-2.571, 3.151, -2.025], [-0.949, 2.692, -0.481], [-1.866, -1.006, 4.108], [-3.039, -1.452, 3.426], [-2.059, -0.279, 4.869], [-1.477, -1.906, 4.611], [-1.098, -0.551, 3.510], [-3.523, -0.667, 3.006], [2.662, -3.505, -0.377], [2.676, -4.846, -0.784], [1.742, -3.028, -0.651], [2.666, -3.597, 0.719], [3.589, -2.936, -0.640], [2.534, -4.838, -1.737], [-5.197, -4.066, 3.047], [-3.988, -4.267, 2.190], [-5.789, -3.162, 2.776], [-5.766, -5.002, 2.846], [-4.971, -4.080, 4.101], [-3.368, -3.575, 2.416], [-5.636, -3.872, -0.942], [-4.351, -3.311, -0.830], [-5.643, -4.957, -0.724], [-6.268, -3.410, -0.176], [-5.935, -3.641, -1.947], [-4.241, -3.344, 0.137], [2.694, 4.577, -3.793], [2.710, 3.083, -4.101], [4.140, 2.472, -3.768], [4.978, 2.777, -4.855], [6.367, 3.032, -4.585], [1.754, 2.317, -3.223], [2.698, 4.807, -2.718], [1.883, 5.112, -4.300], [3.600, 4.867, -4.301], [2.667, 3.026, -5.199], [4.068, 1.371, -3.636], [4.441, 2.873, -2.794], [6.994, 3.050, -5.447], [6.733, 2.251, -3.911], [6.498, 4.039, -4.133], [0.783, 2.597, -3.286], [1.834, 1.326, -3.361], [-0.785, 5.635, 0.026], [0.438, 4.823, -0.393], [1.751, 5.431, 0.188], [1.733, 6.830, -0.089], [2.873, 7.527, 0.405], [0.445, 3.397, 0.002], [-0.560, 6.652, 0.311], [-1.235, 5.020, 0.854], [-1.529, 5.677, -0.788], [0.454, 4.853, -1.488], [2.670, 4.913, -0.219], [1.673, 5.292, 1.268], [2.551, 8.301, 1.098], [3.417, 7.976, -0.403], [3.578, 6.844, 0.862], [1.201, 2.912, -0.437], [0.533, 3.316, 1.050], [3.831, 2.517, 3.056], [3.839, 1.537, 4.208], [4.807, 0.382, 3.987], [4.519, -0.586, 5.001], [5.608, -1.436, 5.289], [4.162, 2.130, 5.557], [4.831, 2.908, 2.979], [3.162, 3.308, 3.338], [3.567, 2.073, 2.131], [2.820, 1.177, 4.415], [5.885, 0.711, 3.931], [4.671, -0.075, 2.950], [5.907, -2.171, 4.509], [5.315, -1.930, 6.187], [6.526, -0.841, 5.570], [5.145, 2.442, 5.490], [4.192, 1.347, 6.214], [-2.672, 4.979, 4.114], [-3.176, 3.556, 3.764], [-4.710, 3.677, 3.849], [-5.393, 2.443, 3.698], [-6.799, 2.543, 4.012], [-2.611, 3.125, 2.495], [-3.205, 5.422, 4.890], [-2.798, 5.615, 3.251], [-1.610, 4.923, 4.398], [-2.835, 2.901, 4.557], [-5.019, 4.388, 3.028], [-4.929, 4.168, 4.770], [-7.264, 3.412, 3.577], [-6.838, 2.496, 5.103], [-7.281, 1.669, 3.675], [-2.809, 2.145, 2.294], [-2.814, 3.682, 1.670], [1.148, -0.129, -0.969], [0.608, -0.216, 0.466], [0.125, -1.650, 0.802], [-0.448, -2.256, -0.308], [-0.681, -3.626, -0.124], [1.603, 0.329, 1.424], [0.395, -0.237, -1.774], [1.888, -0.943, -1.116], [1.646, 0.816, -1.041], [-0.287, 0.425, 0.570], [-0.517, -1.794, 1.665], [1.085, -2.193, 1.101], [-1.389, -3.988, -0.870], [-1.185, -3.817, 0.865], [0.288, -4.196, -0.022], [1.977, -0.396, 2.007], [1.147, 1.000, 2.049], [-2.181, -8.535, 1.668], [-2.886, -7.195, 1.464], [-2.636, -6.614, 0.114], [-2.957, -7.597, -0.906], [-3.060, -6.998, -2.153], [-4.361, -7.307, 1.647], [-1.139, -8.386, 1.435], [-2.429, -9.311, 0.923], [-2.287, -8.884, 2.665], [-2.566, -6.521, 2.239], [-1.565, -6.273, -0.054], [-3.188, -5.700, 0.016], [-2.056, -6.496, -2.389], [-3.814, -6.219, -2.204], [-3.255, -7.659, -2.997], [-4.583, -8.322, 1.644], [-4.967, -6.846, 0.919], [6.286, 1.324, -0.835], [4.936, 1.594, -0.288], [4.764, 3.015, -0.208], [7.275, 1.669, 0.190], [6.475, 1.896, -1.747], [6.485, 0.216, -1.053], [4.659, 1.079, 0.733], [4.202, 1.189, -0.976], [3.892, 3.089, 0.156], [6.996, 2.590, 0.433], [0.945, -3.458, -5.367], [0.731, -3.934, -3.999], [2.062, -3.943, -3.526], [1.529, -2.184, -5.243], [0.069, -3.377, -5.977], [1.623, -4.101, -5.856], [0.362, -4.916, -3.782], [0.146, -3.220, -3.429], [2.666, -3.465, -4.118], [1.086, -1.558, -5.872], [-1.416, -0.819, -4.091], [-1.816, -1.754, -3.011], [-2.963, -1.176, -2.381], [-2.314, -1.066, -5.247], [-0.427, -1.135, -4.361], [-1.433, 0.225, -3.754], [-1.086, -1.804, -2.221], [-1.999, -2.757, -3.320], [-3.027, -1.706, -1.580], [-2.715, -0.174, -5.377]],
  "atomic_forces_ev_per_a": [[0.184, -1.300, -0.301], [-1.367, -0.445, -0.091], [-0.114, -0.422, 0.208], [0.559, 1.999, 0.209], [-0.232, 0.178, 0.471], [0.964, -0.232, -0.113], [0.849, -0.274, -0.096], [-1.839, 1.491, 1.788], [-0.716, -0.751, -0.139], [0.104, 0.189, -1.032], [-0.045, -0.005, 0.233], [1.325, -0.384, -1.040], [0.693, 0.140, -1.465], [-1.657, 3.026, -0.431], [0.609, -0.786, 1.198], [-0.691, -0.180, 0.584], [-0.243, -0.531, -0.807], [0.529, -1.293, 0.591], [-0.732, -0.883, -0.498], [-0.368, -1.028, 0.468], [0.430, 0.151, 0.373], [-0.117, -0.115, 0.066], [-0.627, 1.453, -0.970], [0.994, 0.352, 0.573], [-0.623, -1.347, 0.268], [0.173, 0.677, -0.238], [-0.559, 0.510, 0.716], [0.183, 0.421, -0.188], [0.391, -0.026, -0.877], [0.845, -1.143, 0.737], [1.095, -0.393, 1.368], [0.121, -0.379, -0.589], [-0.073, 0.596, -0.531], [0.036, 0.414, -0.092], [-0.772, -0.258, -0.200], [0.018, -0.046, -0.281], [0.354, -1.157, -1.644], [-1.679, 0.458, 0.725], [0.593, -0.588, 0.085], [0.113, 0.805, 0.087], [0.397, 0.272, 0.270], [0.293, 0.620, 0.357], [-0.118, -0.197, 0.403], [0.587, -0.096, 1.233], [0.065, 0.263, -0.397], [-0.424, 0.022, -0.416], [-0.703, -0.197, -0.335], [0.797, 0.046, -0.177], [-0.088, -0.553, -0.240], [0.526, -0.947, 1.455], [-1.255, 0.117, 0.032], [0.971, 0.496, -0.630], [-1.076, 0.291, 1.675], [0.875, 1.051, -0.743], [0.150, -0.082, -0.349], [-0.070, -0.196, 0.238], [0.501, 0.854, 0.167], [-0.708, -0.594, 0.146], [-0.066, 0.350, -0.193], [0.371, 0.254, -0.175], [-0.151, -0.339, -1.096], [0.216, 0.209, 0.018], [-0.172, -0.562, 0.143], [0.070, 0.075, -0.252], [-0.111, -0.333, -0.177], [-0.977, -1.833, 0.554], [1.773, 0.114, -0.440], [-0.885, 0.449, -0.803], [0.707, -0.317, -0.074], [-0.416, -0.411, -0.027], [-0.701, 1.081, 1.150], [0.182, 0.054, 0.258], [0.111, 1.068, -0.404], [0.266, -0.107, 0.328], [0.442, -0.036, 0.045], [-0.835, 0.533, 0.291], [0.340, -0.181, 0.295], [0.067, -0.006, 0.172], [0.124, 0.427, -0.641], [0.073, -0.155, 0.476], [0.516, -0.234, -0.361], [-0.051, -0.033, -1.298], [0.607, 0.220, 1.726], [0.075, -0.593, 1.495], [-0.424, -0.885, -1.720], [0.946, 0.335, -0.890], [1.101, 0.656, 0.192], [0.769, 0.468, -1.036], [0.504, 0.473, -0.276], [-0.249, 0.557, -0.264], [-0.518, -0.537, -0.703], [0.235, -0.470, -0.646], [-0.847, -0.090, 0.720], [-0.146, 0.269, 1.068], [-0.508, 0.529, 0.201], [-0.123, -0.782, 0.531], [-0.718, -0.381, -0.449], [-0.577, 0.042, 0.246], [-0.132, 0.207, -0.236], [1.398, -1.436, -1.301], [-0.837, 1.304, 0.199], [0.350, 0.101, -1.824], [-0.206, 0.262, -0.403], [1.671, -0.037, 1.021], [0.378, -0.616, 0.208], [-0.931, 0.594, 1.522], [0.183, 0.295, -0.393], [-0.408, 0.319, -0.271], [0.065, -0.489, 0.016], [0.078, -0.512, 0.556], [-0.492, 0.075, 0.956], [-0.090, 0.484, -0.036], [-0.470, 0.541, 0.024], [-0.418, -1.045, -0.695], [0.049, 0.292, -0.009], [-0.238, 0.034, 0.296], [-0.055, -1.117, 0.208], [-1.495, 0.316, 0.248], [2.649, -0.282, 0.750], [-0.337, 0.019, -0.635], [0.134, -0.874, 1.839], [-0.688, 0.139, -0.210], [0.212, 0.151, 0.625], [-0.206, 0.509, -0.042], [0.297, 0.518, -0.312], [0.368, -0.023, -0.401], [-0.405, 0.609, 0.274], [-0.983, 0.296, -0.338], [0.455, -0.017, -0.295], [0.161, 0.310, -0.600], [-1.013, 0.289, -0.646], [0.308, -0.441, 0.258], [0.141, -0.213, -0.246], [0.116, 0.241, -1.512], [-1.371, -0.654, -0.262], [1.956, -0.332, -1.226], [-0.396, 0.343, 0.909], [1.896, 1.348, -0.951], [-0.848, -1.185, -0.237], [0.653, 0.215, 0.364], [-0.588, 0.352, 0.432], [-0.125, -0.440, 0.855], [0.488, 0.524, 0.108], [-0.766, -0.638, 0.316], [-0.845, 0.476, -0.331], [-1.105, -0.384, 0.067], [-0.308, 0.306, 0.229], [-0.019, -0.615, 0.526], [-0.126, 1.126, -0.169], [1.332, -0.704, 0.913], [1.906, -1.653, 1.215], [-1.463, -0.965, 0.920], [0.620, -0.590, 0.014], [-0.973, 1.242, -0.662], [-0.144, 0.021, 0.055], [-0.584, 1.527, 0.264], [1.107, 0.876, -1.769], [-0.346, -0.116, -0.339], [-0.774, 0.606, 0.370], [0.608, -1.071, -0.075], [-1.548, 0.871, -1.086], [1.066, 0.422, 0.868], [1.467, -0.582, 1.684], [0.270, 1.288, -0.360], [-0.754, -0.129, -0.279], [0.873, -1.042, -0.741], [-0.554, -0.669, -0.577], [-0.098, 0.193, 0.128], [-0.604, 0.050, 0.381], [0.372, -0.926, 0.277], [-0.322, -1.334, -0.520], [-0.680, 1.748, 1.390], [-0.088, -0.522, 0.115], [0.388, 2.225, 0.468], [0.695, 0.319, -0.521], [-0.108, -0.402, -0.220], [0.856, 0.025, -0.131], [-0.331, -0.812, -0.811], [-0.775, 0.142, 0.178], [0.028, -1.226, -0.165]]
}